48
Properties=species:S:1:pos:R:3 method="wB97M-V/def2-TZVPD" charge=+1 lumo_energy_ev=-3.7 de_lowest_ev=4.987 total_energy_ev=-27869.76243
N 0.33348 0.55093 -2.65327
N -2.89727 0.24369 2.44502
N -2.19771 -3.36370 -1.87677
N -2.60787 3.14852 -0.32248
N 1.78082 0.44620 2.83706
N -2.53112 -2.19727 2.49760
N 4.14925 -3.56708 0.09018
N -1.29988 -0.71012 0.89144
C -2.48921 1.53544 1.80102
C -1.50401 2.50137 2.55763
C -0.02333 -1.46432 1.13157
C 4.92326 -2.70445 -0.18328
C 5.90654 -1.62633 -0.52919
C -0.73166 -3.18095 -4.12170
C 1.27222 -0.67851 0.54309
C -0.06665 1.58913 -3.05104
C -1.09426 3.80724 1.78301
C -0.57480 2.90628 -3.55574
C -2.26359 -0.85605 1.97922
C -2.95609 1.96512 0.39075
C 1.63701 0.65369 1.35725
C -1.69508 4.00085 0.36944
C -1.54925 -3.28312 -2.86447
H -0.09291 -2.44976 0.54130
H 1.11670 -0.36486 -0.55928
H 5.75287 -0.76220 0.11923
H 0.85513 1.49230 1.20791
H 2.14295 -1.41841 0.61458
H -1.78978 -1.00372 0.03202
H 5.77205 -1.32105 -1.56807
H 1.83736 -0.55200 3.07901
H -0.35843 4.52838 2.26354
H 6.92437 -1.99595 -0.39518
H 0.31765 -3.01975 -3.86965
H -2.38984 -2.82949 1.68485
H -1.08516 -2.34460 -4.72668
H 2.62957 1.09623 0.95492
H -1.36936 4.95722 -0.18756
H -0.66876 2.87570 -4.64245
H 0.93200 0.86916 3.24949
H -3.67411 1.23781 -0.14594
H -0.82258 -4.10251 -4.69895
H -1.55227 3.11851 -3.11868
H -3.60320 0.20607 3.19273
H -3.49155 -2.26823 2.86719
H 0.11959 3.70171 -3.28023
H 0.09168 -1.62010 2.26056
H -1.11476 2.25295 3.60896

59
Properties=species:S:1:pos:R:3 method="wB97M-V/def2-TZVPD" charge=+2 lumo_energy_ev=-7.8 total_energy_ev=-33447.77020
O 4.82114 5.12845 -0.03151
O 2.71880 -0.26709 -0.44063
O 3.02676 4.94606 1.51100
O 5.38582 0.61036 -0.49381
N -5.69448 -4.35203 2.31214
N -1.64591 -1.14521 -2.45727
C -0.77501 -0.54358 -3.48878
C 2.88661 3.49015 1.68219
C -1.10172 -1.78310 -1.40644
C 4.44363 1.48555 -1.19459
C -3.82802 -1.65145 -1.66618
C -5.86840 -3.03115 2.10907
C -6.48282 -5.03019 3.36392
C -5.11591 -2.35622 1.15916
C -4.02844 -4.41009 0.62470
C 3.03997 0.71386 -1.45416
C -1.90951 -2.39108 -0.45791
C 1.73747 2.89640 0.73830
C 2.56832 0.32120 0.87174
C 2.57999 5.72849 -0.92842
C -4.80408 -5.04712 1.58046
C -2.98351 -1.06124 -2.59518
C -3.29966 -2.34707 -0.57780
C 6.45464 1.38775 0.09460
C 3.59514 5.24474 0.23897
C -4.16173 -3.03824 0.40317
C 1.35757 1.36494 1.02132
H -1.02694 0.51437 -3.56837
H -4.90114 -1.58062 -1.81767
H 4.93963 1.78569 -2.18510
H 0.27009 -0.65851 -3.20364
H 1.99235 3.11965 -0.36678
H 2.72007 5.07970 -1.86865
H -0.01925 -1.81079 -1.33396
H 1.50469 5.52582 -0.57216
H 6.12480 2.36560 0.58385
H -4.71188 -6.11052 1.77127
H -6.20686 -4.58622 4.32157
H 0.78291 3.51517 0.95446
H 2.71632 6.82424 -1.20400
H 7.16482 1.67694 -0.77224
H -7.54012 -4.87501 3.14848
H 4.27238 2.39020 -0.50890
H 2.52803 3.36203 2.77235
H 0.45044 1.08692 0.36485
H -3.36363 -0.52911 -3.46034
H 3.52443 0.79685 1.29040
H 2.17589 1.43648 -1.69301
H -1.43852 -2.89891 0.37848
H 3.21004 0.11911 -2.43275
H -6.60471 -2.52635 2.72459
H -5.26806 -1.28823 1.03618
H 2.32912 -0.55711 1.58533
H -6.25583 -6.09563 3.36904
H 7.07321 0.79745 0.86300
H 3.91269 3.00979 1.55815
H 1.01235 1.31338 2.12293
H -3.31864 -5.00026 0.05257
H -0.96536 -1.06519 -4.42793

25
Properties=species:S:1:pos:R:3 method="wB97M-V/def2-TZVPD" charge=+1 lumo_energy_ev=-5.2 smiles="O=CCc1c(P(O)Cl)ccn[n+]1CC(=O)O" total_energy_ev=-41416.54075
Cl -2.24630 2.33191 2.01903
P -2.14118 2.36326 -0.02350
O -3.67539 2.02581 -0.40739
O 2.86507 -1.57712 -2.04393
O 0.85048 -0.24909 2.81358
O 3.30986 0.17718 -0.71591
N 0.32681 -0.91704 -0.31617
N -0.34785 -1.80575 -1.05475
C -1.42035 0.68132 -0.35176
C 0.59877 0.83857 2.39442
C -0.13188 0.28282 0.06358
C 1.67637 -1.38562 0.04562
C -2.12604 -0.21770 -1.12466
C 2.72092 -0.83062 -0.92209
C 0.72583 1.17240 0.90072
C -1.54453 -1.45368 -1.43672
H 1.90996 -1.14749 1.07476
H 1.67175 -2.46647 -0.04784
H 0.45909 2.21641 0.74731
H 3.73678 -2.00306 -2.02915
H -2.08733 -2.18299 -2.02214
H -3.11092 0.00636 -1.50637
H -4.08344 1.41557 0.22786
H 1.78252 1.07990 0.65061
H 0.28098 1.64513 3.06489

| no. | orbital gap (eV) |
| --- | --- |
| 1 | 8.04 |
| 2 | 5.19 |
| 3 | 8.57 |